(1)
The following is a quantum chemistry calculation of an isolated molecule of C4H7ClN2 in a non-equilibrium geometry, from OMol25.

**Spin multiplicity**: 1
**DFT total energy**: -19762.4591 eV
**Highest occupied orbital energy**: -8.9 eV
**Frontier orbital gap**: 9.76 eV
**Relative energy (zero: lowest compared OMol25 entry of this formula, charge and spin)**: 219.4 kJ/mol

Positions of all 14 atoms, in Å:
Cl: -2.942 -0.600 -0.192
N: 0.594 -1.814 0.338
N: 1.211 -1.263 -0.736
C: -0.467 -1.218 0.794
C: 0.574 1.524 0.244
C: -0.761 1.042 -0.183
C: -1.262 -0.178 0.106
H: 1.104 0.808 0.916
H: 0.521 2.491 0.780
H: 0.686 -0.559 -1.233
H: -0.842 -1.649 1.711
H: 1.273 1.595 -0.606
H: 1.744 -1.919 -1.279
H: -1.431 1.739 -0.659

(2)
The following is a quantum chemistry calculation of a cluster of 4 separate species, C37H61F9N2O10 in total in a non-equilibrium geometry, from OMol25.

**Spin multiplicity**: 1
**DFT total energy**: -87262.4210 eV
**Highest occupied orbital energy**: -9.6 eV
**Frontier orbital gap**: 9.67 eV

Positions of all 119 atoms, in Å:
F: 3.365 -0.716 4.576
F: 2.659 2.093 4.041
F: 1.212 0.673 2.006
F: -0.129 1.966 6.171
F: 1.167 -1.281 4.912
F: 0.214 2.907 4.116
F: -0.670 0.798 4.185
F: 2.305 1.157 6.099
F: 3.280 -0.332 2.122
O: 2.834 1.774 -7.534
O: -6.172 1.986 -2.429
O: 3.715 -0.055 -6.507
O: -4.223 2.409 -1.334
O: -5.685 0.785 6.684
O: 0.815 4.151 -0.734
O: -3.887 -0.132 7.739
O: -5.790 -0.055 8.796
O: 4.285 0.567 -8.623
O: -4.774 3.687 -3.010
N: 1.551 -1.411 -0.798
N: 0.682 -4.714 4.305
C: -4.559 1.366 -0.421
C: -0.935 -3.116 1.291
C: 1.806 3.074 -0.741
C: -3.430 -3.051 0.355
C: -7.144 0.390 8.858
C: 4.364 -1.842 -8.963
C: 4.484 2.963 -1.140
C: 1.908 -0.418 2.613
C: 1.344 -1.825 2.008
C: 4.425 -1.018 -2.302
C: 3.273 3.545 -0.251
C: 2.154 -3.119 2.520
C: 4.833 -1.747 -0.925
C: 1.507 -1.642 0.396
C: 3.629 0.690 -7.454
C: 2.002 -0.368 4.213
C: 4.211 -3.259 -0.777
C: -0.278 -1.940 2.221
C: -3.929 -3.294 -2.263
C: -2.697 1.622 6.541
C: -5.174 0.246 7.637
C: -3.925 -4.042 -0.834
C: 4.203 -3.592 0.800
C: -0.430 3.545 -1.216
C: 5.154 -0.568 -8.726
C: 3.929 0.508 -2.146
C: 1.338 -4.059 3.534
C: -6.876 4.823 -3.478
C: 2.001 1.960 -6.391
C: 0.275 1.645 4.823
C: 1.806 1.154 4.734
C: -5.156 2.623 -2.281
C: 2.738 -4.082 1.365
C: -1.885 -2.554 0.113
C: -3.068 0.152 6.597
C: 4.677 1.353 -0.997
C: -5.681 4.082 -4.047
H: -0.574 -2.127 3.309
H: 3.710 -1.733 -9.832
H: 1.439 2.255 -0.026
H: -1.523 -3.816 2.008
H: -7.517 5.196 -4.280
H: -4.205 -4.077 -3.054
H: -5.000 -4.356 -0.585
H: -5.126 4.748 -4.712
H: 1.999 -4.336 0.523
H: -3.205 -4.954 -0.803
H: 5.792 -0.646 -7.841
H: -3.692 1.184 0.216
H: 4.172 1.078 0.017
H: 3.285 4.706 -0.347
H: 2.801 0.625 -1.987
H: 5.449 3.476 -0.747
H: 5.978 -1.857 -0.795
H: 3.079 -2.742 3.118
H: 5.304 -1.153 -3.052
H: 1.500 2.923 -6.493
H: 4.960 -4.462 0.954
H: -4.665 -2.406 -2.207
H: -7.721 0.029 8.004
H: 2.587 1.972 -5.469
H: -7.588 -0.013 9.770
H: -3.579 2.250 6.396
H: 2.965 -5.099 1.887
H: -7.174 1.481 8.910
H: -1.797 -1.424 -0.045
H: -2.009 1.812 5.725
H: -4.801 0.440 -0.947
H: 4.980 -3.953 -1.291
H: -2.234 1.938 7.479
H: -3.568 -3.502 1.402
H: 3.205 -3.382 -1.309
H: 4.558 -2.743 1.482
H: 3.546 -1.613 -2.758
H: -7.476 4.175 -2.835
H: -0.115 -3.796 0.827
H: 4.355 3.265 -2.254
H: -1.318 4.101 -0.716
H: -2.909 -2.858 -2.562
H: -6.548 5.665 -2.862
H: -3.562 -0.176 5.678
H: -1.535 -3.070 -0.867
H: 1.242 1.175 -6.353
H: -0.572 3.674 -2.362
H: 5.787 1.056 -0.865
H: -4.066 -2.090 0.304
H: -0.745 -0.952 1.830
H: -0.485 2.408 -0.991
H: 5.037 -2.688 -9.127
H: 3.723 -2.077 -8.110
H: 4.176 1.040 -3.152
H: 1.919 2.733 -1.836
H: -2.160 -0.446 6.706
H: 3.412 3.344 0.883
H: 5.809 -0.385 -9.581
H: -5.394 1.680 0.210
H: -5.987 3.216 -4.642
H: 4.429 -1.178 0.004

(3)
The following is a quantum chemistry calculation of the ion C4H9N2 with charge +1 in a non-equilibrium geometry, from OMol25.

**Spin multiplicity**: 1
**DFT total energy**: -7263.6475 eV
**Highest occupied orbital energy**: -12.9 eV
**Charge**: +1
**Frontier orbital gap**: 9.31 eV
**Relative energy (zero: lowest compared OMol25 entry of this formula, charge and spin)**: 433.6 kJ/mol

Positions of all 15 atoms, in Å:
N: -1.234 -0.301 0.460
N: 1.701 0.073 0.197
C: 1.243 1.297 0.058
C: -0.310 -1.365 -0.102
C: -0.866 1.100 -0.228
C: 1.137 -1.029 -0.082
H: 1.830 -1.923 -0.293
H: 1.381 1.950 0.920
H: -0.968 1.199 -1.290
H: 1.582 1.608 -0.954
H: -0.647 -1.571 -1.120
H: -0.976 1.944 0.496
H: -2.181 -0.594 0.089
H: -0.512 -2.201 0.413
H: -1.180 -0.187 1.435

(4)
The following is a quantum chemistry calculation of a cluster of 7 separate species, C15H44Br2N4O8P in total in a non-equilibrium geometry, from OMol25.

**Spin multiplicity**: 1
**DFT total energy**: -187971.4297 eV
**Highest occupied orbital energy**: -12.0 eV
**Charge**: +1
**Frontier orbital gap**: 7.20 eV
**Relative energy (zero: lowest compared OMol25 entry of this formula, charge and spin)**: 433.0 kJ/mol

Positions of all 74 atoms, in Å:
Br: 4.253 3.037 -4.780
Br: 5.444 4.954 0.065
P: 1.295 0.890 -0.667
O: 1.405 -0.395 -1.857
O: -0.300 -1.087 1.054
O: 1.700 -3.755 -2.355
O: -4.002 -3.600 -0.842
O: -3.420 2.281 -0.101
O: 2.554 4.911 0.442
O: 1.248 -3.191 4.554
O: 2.956 6.309 -2.263
N: 2.536 2.094 -1.235
N: 1.504 2.182 -3.587
N: -0.343 1.595 -0.693
N: 3.615 3.552 -3.051
C: 3.585 4.115 0.147
C: 1.349 8.096 -2.194
C: -4.517 1.823 0.675
C: -4.169 1.883 2.148
C: -4.909 -5.664 -0.006
C: 2.569 2.590 -2.545
C: 2.597 -3.580 4.343
C: 2.793 -5.020 4.770
C: 1.986 7.006 -3.031
C: -1.397 -1.544 1.831
C: -0.698 -3.864 -2.487
C: -3.714 -4.733 -0.036
C: 3.525 2.509 -0.166
C: -1.049 -1.485 3.304
C: 0.550 -4.373 -1.797
H: -0.173 -2.106 3.520
H: 2.109 8.800 -1.838
H: 2.129 -5.682 4.205
H: 3.295 1.970 0.873
H: 2.825 -3.461 3.280
H: 0.646 -5.455 -1.928
H: -0.333 2.639 -0.679
H: 0.522 -4.157 -0.724
H: -2.663 1.702 0.092
H: -3.914 2.906 2.442
H: -0.787 -2.778 -2.376
H: -5.166 -5.991 -1.019
H: 3.828 -5.337 4.610
H: 2.545 -5.148 5.829
H: -5.379 2.462 0.459
H: 3.249 -2.910 4.913
H: -1.593 -4.335 -2.070
H: 0.544 2.153 -3.127
H: -0.794 -0.461 3.598
H: 0.748 -0.151 -2.586
H: -0.803 1.206 -1.547
H: -4.772 -3.151 -0.453
H: 1.235 6.290 -3.380
H: -1.886 -1.830 3.916
H: -0.656 -4.072 -3.561
H: 4.494 3.564 -2.500
H: 1.378 2.968 -4.295
H: -2.258 -0.905 1.615
H: -3.294 1.262 2.365
H: 0.867 7.672 -1.307
H: 2.485 7.435 -3.904
H: -2.843 -5.241 -0.459
H: 2.501 5.924 -1.495
H: -5.789 -5.152 0.396
H: 0.458 -1.665 1.247
H: -4.761 0.801 0.371
H: 0.602 8.646 -2.773
H: -3.459 -4.390 0.972
H: -1.640 -2.567 1.526
H: 1.608 -2.795 -2.226
H: 4.599 2.100 -0.489
H: 1.058 -3.292 5.502
H: -4.701 -6.544 0.608
H: -5.007 1.538 2.761

Question: What is the highest occupied orbital energy in the second record?
Answer: -9.6 eV

Question: Which formula does entry 1 have?
Answer: C4H7ClN2